1.
Here is an isolated molecule of C6H9N3 at a distorted geometry from the OMol25 dataset. Energies are from wB97M-V/def2-TZVPD.

Results
* DFT total energy: -10835.5492 eV
* max |F|: 5.95 eV/Å
* total charge: 0
* frontier orbital gap: 8.85 eV
* LUMO level: 0.8 eV
* SMILES string: C=C(C)c1nccn1N
* energy relative to the best compared isomer or geometry (same formula, charge and spin): 200.5 kJ/mol

Last column: Löwdin charge in e.
CARTESIAN COORDINATES (ANGSTROEM)
C 2.8070 1.1597 0.0386  -0.1351
C 2.7360 -0.2056 -0.1360  -0.0928
C 0.7563 0.6201 0.0341  -0.2732
C -1.1891 2.0079 -0.3436  0.0153
C -0.7841 0.8118 0.0413  -0.2695
C -1.7465 -0.3778 0.1024  -0.0664
N 1.5418 1.6421 0.0671  0.0791
N 1.4442 -0.5884 -0.0065  -0.1039
N 0.9523 -1.8875 -0.2363  0.1146
H 3.5097 1.9377 0.1119  0.0830
H 3.6036 -0.8984 -0.3114  0.1256
H -2.2771 2.3237 -0.3952  0.0856
H -0.3991 2.8058 -0.4553  0.0760
H -1.8932 -0.5815 -0.8711  0.0301
H -1.4746 -1.1998 0.7223  0.0457
H -2.6661 0.0790 0.6836  0.1222
H 0.4106 -1.9551 -1.0443  0.0772
H 0.7963 -2.3549 0.6193  0.0866

Atoms 1-3, force components in eV/Å:
C -1.20 -1.03 -0.72
C 3.86 -0.36 0.39
C -3.38 -0.57 0.58


2.
Here is a structure of composition C42H40N7ORuTe from the OMol25 dataset. Energies are from wB97M-V/def2-TZVPD.

Results
* DFT total energy: -66541.3496 eV
* max |F|: 0.56 eV/Å
* total charge: +2
* frontier orbital gap (spin up / spin down): 8.07 / 5.83 eV
* LUMO level (spin up / spin down): -5.2 / -7.7 eV
* spin multiplicity: 6
* <S²>: 8.7892

Last column: Löwdin spin population.
CARTESIAN COORDINATES (ANGSTROEM)
Ru -0.7548 1.5296 2.3307  2.6110
C -1.6782 3.3090 6.2658  0.0043
C -2.3638 4.4601 5.8988  0.0136
C -2.5206 4.7671 4.5599  0.0035
C -1.9911 3.9142 3.6002  0.0140
N -1.3304 2.7950 3.9682  0.0149
C -1.1769 2.5038 5.2664  0.0133
C -2.1408 4.0683 2.1463  0.0465
C -2.7159 5.1864 1.5516  -0.0037
C -2.9315 5.2035 0.1827  0.0476
C -2.5954 4.1007 -0.5921  -0.0050
C -2.0013 2.9897 -0.0115  0.0571
C -1.7288 2.9808 1.3539  0.0585
H -1.5401 3.0367 7.3017  0.0000
H -2.7810 5.1106 6.6558  0.0006
H -3.0626 5.6513 4.2604  -0.0001
H -0.6348 1.5953 5.4927  0.0003
H -3.0036 6.0446 2.1440  -0.0007
H -3.3875 6.0698 -0.2770  0.0026
H -2.8080 4.1029 -1.6540  -0.0007
H -1.7619 2.1259 -0.6164  0.0045
N 3.1407 0.6184 4.3398  0.0011
C 2.4809 1.4606 3.5449  0.0049
N 1.2686 0.9822 3.3314  0.0601
C 1.2493 -0.1759 4.0538  0.0044
N 2.3718 -0.4310 4.6789  0.0019
C 0.0349 -0.9917 4.1306  0.0042
C 0.0191 -2.2926 4.6110  0.0027
N -1.1103 -2.9871 4.6853  -0.0015
C -2.2203 -2.3779 4.2952  0.0031
C -2.2187 -1.0763 3.8010  0.0049
N -1.0854 -0.3864 3.7144  0.0572
H 4.0806 0.6945 4.6991  0.0004
H 2.8964 2.3739 3.1514  0.0005
H 0.9344 -2.7735 4.9335  0.0005
H -3.1472 -2.9333 4.3659  0.0004
H -3.1237 -0.5937 3.4577  0.0015
C 4.9751 -4.0624 -5.1538  0.0081
C 4.2501 -3.1738 -4.1907  0.0429
C 3.9686 -3.5953 -2.8942  -0.0016
C 3.3168 -2.7754 -1.9896  0.0342
C 3.0214 -3.3022 -0.6128  0.0154
C 2.9198 -1.4885 -2.4109  0.0641
Te 1.8363 -0.3610 -1.0490  0.5828
N -0.4151 0.4031 0.8163  0.6330
C -1.5217 -0.3925 0.8180  0.0867
O -2.5957 0.1571 1.1392  0.2187
C -1.4881 -1.8590 0.6167  0.0131
C -0.3222 -2.5750 0.8766  0.0209
C -0.3318 -3.9621 0.8266  0.0039
C -1.5053 -4.6301 0.5042  -0.0008
C -2.6688 -3.9158 0.2410  0.0044
C -2.6683 -2.5328 0.3109  0.0018
C 0.3289 0.2949 -2.3254  0.0444
C -0.4340 -0.6497 -3.0181  0.0189
C -0.2817 -2.1404 -2.8812  0.0117
C -1.4092 -0.1685 -3.8872  0.0005
C -1.6342 1.1887 -4.0706  0.0197
C -2.6943 1.6816 -5.0106  0.0036
C -0.8617 2.0954 -3.3452  -0.0024
C 0.1196 1.6759 -2.4629  0.0201
C 0.9420 2.7105 -1.7484  0.0234
C 3.2216 -1.0221 -3.7081  0.0303
C 2.9151 0.3659 -4.1982  0.0089
C 3.8742 -1.8872 -4.5696  0.0007
H 5.1933 -5.0343 -4.7169  -0.0001
H 5.9170 -3.6039 -5.4586  0.0025
H 4.3838 -4.2153 -6.0577  0.0026
H 4.2646 -4.5906 -2.5858  -0.0005
H 3.6043 -4.2001 -0.4180  0.0006
H 1.9651 -3.5626 -0.5039  0.0017
H 3.2713 -2.5829 0.1731  0.0058
H 0.5829 -2.0500 1.1626  0.0125
H 0.5662 -4.5227 1.0520  0.0001
H -1.5173 -5.7113 0.4677  -0.0001
H -3.5807 -4.4426 -0.0059  0.0003
H -3.5713 -1.9659 0.1277  0.0007
H 0.2359 -2.4479 -1.9708  0.0087
H 0.2686 -2.5548 -3.7286  0.0004
H -1.2651 -2.6099 -2.8577  0.0011
H -2.0197 -0.8831 -4.4276  0.0002
H -3.1567 0.8619 -5.5563  0.0000
H -2.2750 2.3819 -5.7337  0.0009
H -3.4772 2.2095 -4.4633  0.0013
H -1.0270 3.1592 -3.4788  -0.0002
H 0.3390 3.5894 -1.5230  0.0009
H 1.7823 3.0381 -2.3659  0.0005
H 1.3469 2.3529 -0.7976  0.0159
H 2.8145 1.0881 -3.3895  0.0068
H 1.9915 0.3879 -4.7804  0.0006
H 3.7229 0.7141 -4.8406  0.0010
H 4.1206 -1.5403 -5.5669  -0.0002

Atoms 1-3, force components in eV/Å:
Ru 0.30 -0.26 0.03
C 0.05 -0.05 -0.04
C -0.01 0.03 0.01


3.
Here is a structure of composition C21H18ClNO5S at a distorted geometry from the OMol25 dataset. Energies are from wB97M-V/def2-TZVPD.

Results
* DFT total energy: -57139.4219 eV
* max |F|: 16.82 eV/Å
* total charge: 0
* frontier orbital gap: 7.85 eV
* LUMO level: -0.4 eV
* energy relative to the best compared isomer or geometry (same formula, charge and spin): 1425.8 kJ/mol

Last column: Löwdin charge in e.
CARTESIAN COORDINATES (ANGSTROEM)
C 1.9635 -2.1162 1.1054  -0.0600
H 2.7069 -2.2399 0.2085  0.1663
H 2.3060 -1.7553 1.9053  0.0322
O 0.9523 -1.4789 0.5311  0.0103
C 0.0312 -1.3128 1.2665  -0.2457
C -0.2033 -1.5779 2.7200  0.0238
C -1.3246 -1.1360 3.4864  -0.1111
C -2.3976 -0.7272 2.8810  -0.1582
C -2.2962 -0.2949 1.5963  0.0010
C -1.1867 -0.5037 0.7433  -0.3371
N -1.2857 -0.0782 -0.3847  -0.2006
S -0.6807 1.4504 -0.4814  0.9458
O -0.4367 1.9514 -2.0778  -0.4112
O -1.6111 2.3189 0.3139  -0.3032
C 1.0279 1.4152 0.1303  -0.3061
C 1.0082 1.6820 1.5913  0.0839
C 2.2951 1.4716 2.1129  -0.1347
C 3.4044 1.2723 1.5037  0.0214
C 3.2333 1.0614 0.0449  -0.0423
C 2.0682 1.4157 -0.5097  -0.6483
Cl 2.1720 1.1958 -2.2536  0.7848
H 4.1665 1.1343 -0.3010  0.0719
H 4.1916 1.0433 2.0692  0.0863
C 2.0971 1.4802 3.7873  -0.3866
O 1.1196 1.0843 4.3984  0.1052
O 3.3447 1.2225 4.1643  0.0907
H 3.4730 1.3078 5.1118  0.1286
H -0.0586 1.6305 2.0998  0.1718
C -0.6786 -0.7756 -1.5275  -0.0672
C -1.3767 -0.4184 -2.9261  -0.2775
C -0.7303 -0.5608 -4.0456  -0.1065
C -1.1905 -0.2166 -5.2584  0.0221
C -2.6642 0.2345 -5.2744  -0.0650
C -3.2090 0.2336 -4.1210  -0.1803
C -2.6482 -0.1327 -2.9006  -0.0577
H -3.4711 -0.2196 -1.9254  0.2019
H -4.3345 0.3118 -4.1288  0.1242
H -3.2008 0.7625 -6.1436  0.1316
H -0.7347 -0.0880 -6.1403  0.0536
H 0.3090 -0.6854 -3.9031  0.1040
H -1.0326 -1.7388 -1.4100  0.1281
H 0.3018 -0.6878 -1.5263  0.0392
H -3.0404 0.4348 1.1605  0.1420
H -3.1780 -0.2709 3.4365  0.1052
H -1.4560 -1.7517 4.5742  0.1807
H 0.4996 -2.2150 3.0008  0.0368
H 1.7550 -3.1324 1.2958  0.1059

Atoms 1-3, force components in eV/Å:
C 3.13 -5.32 -8.19
H -0.52 0.56 2.14
H 2.94 3.64 6.15


4.
Here is a structure of composition C3H11NO4 at a distorted geometry from the OMol25 dataset. Energies are from wB97M-V/def2-TZVPD.

Results
* DFT total energy: -12967.1084 eV
* max |F|: 5.08 eV/Å
* total charge: 0
* frontier orbital gap: 8.85 eV
* LUMO level: 0.1 eV
* energy relative to the best compared isomer or geometry (same formula, charge and spin): 381.2 kJ/mol

Last column: Löwdin charge in e.
CARTESIAN COORDINATES (ANGSTROEM)
H 0.1944 -1.4463 -0.0713  0.0798
O -0.4635 -1.7401 -1.1087  -0.0298
N 0.5275 -1.1500 1.1013  -0.0574
H -0.0797 -1.9655 -2.0295  0.1561
H 0.1705 -1.8609 1.6225  0.0992
C 0.1885 0.2362 1.4820  -0.0506
H 0.5465 0.6767 2.3319  0.0839
C 0.3523 1.0707 0.0939  -0.6619
O 0.9746 2.1418 0.1274  0.0095
O -0.3479 0.6333 -0.8028  -0.0772
H -0.9568 -0.8269 -1.1798  0.0966
H -0.8876 0.1780 1.6840  0.1251
C 2.0425 -1.3907 1.0086  -0.0217
H 2.6017 -0.6727 1.6182  0.0948
H 2.3141 -2.4284 1.0129  0.0656
H 2.4663 -1.3056 -0.1031  0.1322
O -2.7804 1.0076 -1.3606  -0.0286
H -2.4032 1.3290 -2.1529  0.0211
H -2.2215 0.5353 -0.7902  -0.0368

Atoms 1-3, force components in eV/Å:
H -0.13 0.62 1.34
O -0.52 -0.73 -2.88
N 4.07 1.16 -2.82